A structure of composition C2H6CsO, computed with wB97M-V/def2-TZVPD.

ORCA input file:
```
! wB97M-V def2-TZVPD RIJCOSX def2/J DEFGRID3
* xyz 1 1
Cs -3.882 0.029 0.118
C 1.235 0.301 -0.581
C 0.160 0.037 0.451
O -0.834 -0.816 -0.132
H 2.072 0.848 -0.162
H 0.780 0.881 -1.387
H 1.570 -0.634 -1.027
H -0.293 0.980 0.789
H 0.552 -0.409 1.370
H -1.359 -1.218 0.562
*
```

- E (a.u.) = -174.96123
- relative energy (zero: lowest compared OMol25 entry of this formula, charge and spin) (kcal per mole) = 11.5
- frontier orbital gap (eV) = 10.243
- HOMO energy (eV) = -14.2

Here are the Mulliken charges for atoms 1 to 5, given in e: Cs 1.02; C -1.07; C -0.15; O -0.58; H 0.35


A structure of composition C6H7N2O4S, computed with wB97M-V/def2-TZVPD.

ORCA input file:
```
! wB97M-V def2-TZVPD RIJCOSX def2/J DEFGRID3
* xyz -1 3
C -1.324 1.494 -0.102
C -2.623 1.095 -0.179
C 1.410 -0.228 0.013
C 1.723 -1.437 0.462
C 2.291 0.853 -0.663
C 0.776 -2.259 1.321
N -0.798 0.715 0.911
N -3.785 1.277 -0.947
O 3.264 0.200 -1.007
O 1.954 1.991 -0.788
O -0.760 2.640 -0.613
O 2.789 -2.151 0.149
S -2.278 -0.221 1.054
H -0.155 -1.841 1.680
H 0.379 -2.941 0.688
H 1.331 -2.678 2.024
H -4.113 0.514 -1.504
H -3.503 2.068 -1.520
H 0.247 2.357 -0.521
H 3.175 -1.450 -0.457
*
```

- E (a.u.) = -1041.35258
- <S²> = 2.04
- relative energy (zero: lowest compared OMol25 entry of this formula, charge and spin) (kcal per mole) = 0.0
- frontier orbital gap (spin up / spin down) (eV) = 5.824 / 6.334
- HOMO energy (spin up / spin down) (eV) = -2.9 / -4.1

Here are the Mulliken charges for atoms 1 to 5, given in e: C 0.28; C 0.18; C 0.41; C 0.01; C 0.79


A structure of composition C21H30F5NOP2STi, computed with wB97M-V/def2-TZVPD.

ORCA input file:
```
! wB97M-V def2-TZVPD RIJCOSX def2/J DEFGRID3
* xyz 0 1
Ti 0.207 -0.025 -0.945
P 2.351 -0.524 -2.156
P -2.086 0.324 0.231
N -0.439 0.759 -2.395
H 0.430 -1.652 2.485
C 2.951 -2.244 -2.119
H 3.925 -2.316 -2.624
H 2.216 -2.879 -2.637
H 3.050 -2.619 -1.093
C 3.790 0.427 -1.540
H 4.653 0.268 -2.207
H 4.057 0.136 -0.513
H 3.534 1.497 -1.532
C 2.383 -0.112 -3.929
H 3.406 -0.209 -4.326
H 2.029 0.919 -4.065
H 1.703 -0.780 -4.475
C -3.165 -1.074 0.728
H -4.186 -0.694 0.866
H -2.782 -1.521 1.656
H -3.137 -1.814 -0.076
C -2.008 1.298 1.738
H -2.969 1.819 1.870
H -1.183 2.020 1.674
H -1.799 0.612 2.871
C -3.197 1.271 -0.887
H -4.060 1.632 -0.313
H -3.530 0.614 -1.697
H -2.653 2.112 -1.327
C -1.007 0.837 -3.616
C -1.985 -0.237 -5.573
C -1.428 -0.347 -4.308
C -1.173 2.105 -4.232
C -1.727 2.195 -5.496
C -2.127 1.029 -6.171
H -2.310 -1.151 -6.076
H -1.293 -1.307 -3.815
H -0.836 2.975 -3.670
H -1.852 3.177 -5.954
H -2.564 1.115 -7.171
C 1.702 -0.234 1.767
O 1.243 0.454 0.747
C 2.741 -1.320 1.528
H 3.749 -0.890 1.723
H 2.728 -1.675 0.487
H 2.580 -2.196 2.193
C 1.847 0.419 3.101
H 1.648 -0.275 3.928
H 1.210 1.307 3.202
H 2.891 0.756 3.272
F 0.602 -0.806 7.484
C -0.089 -0.471 6.374
C -0.417 0.862 6.120
F -0.081 1.823 7.007
C -1.057 1.202 4.919
F -1.266 2.528 4.678
C -1.418 0.259 3.986
S -0.091 -2.055 1.194
C -1.240 -1.059 4.344
F -1.826 -2.075 3.635
C -0.490 -1.445 5.463
F -0.157 -2.741 5.662
*
```

- E (a.u.) = -3377.69819
- relative energy (zero: lowest compared OMol25 entry of this formula, charge and spin) (kcal per mole) = 45.7
- frontier orbital gap (spin up / spin down) (eV) = 4.752 / 4.751
- HOMO energy (spin up / spin down) (eV) = -6.1 / -6.1

Here are the Mulliken charges for atoms 1 to 5, given in e: Ti 0.17; P 1.06; P 1.22; N -0.33; H 0.12


The molecule C19H19N3O3S, computed with wB97M-V/def2-TZVPD.

ORCA input file:
```
! wB97M-V def2-TZVPD RIJCOSX def2/J DEFGRID3
* xyz 0 1
C 3.213 1.193 3.805
O 3.463 0.017 3.076
C 2.395 -0.675 2.578
C 1.066 -0.284 2.695
C 0.068 -1.057 2.134
C 0.364 -2.234 1.454
O -0.698 -2.936 0.960
C -0.534 -3.731 -0.202
C -1.712 -3.446 -1.136
C -1.705 -1.968 -1.513
C -2.965 -1.519 -2.189
O -3.836 -2.237 -2.612
N -3.115 -0.143 -2.309
C -2.299 0.854 -1.864
N -1.105 0.727 -1.416
C -0.568 1.919 -1.022
C 0.792 1.965 -0.504
C 1.604 0.831 -0.549
C 2.905 0.930 -0.092
C 3.347 2.145 0.410
C 2.453 3.206 0.432
N 1.215 3.130 -0.015
C -1.390 2.997 -1.186
S -2.899 2.523 -1.858
C 1.694 -2.632 1.350
C 2.692 -1.858 1.905
H 4.190 1.562 4.112
H 2.716 1.951 3.190
H 2.608 0.992 4.695
H 0.794 0.623 3.210
H -0.965 -0.758 2.223
H 0.404 -3.482 -0.710
H -0.514 -4.790 0.082
H -1.644 -4.077 -2.021
H -2.643 -3.681 -0.619
H -0.864 -1.736 -2.172
H -1.572 -1.371 -0.609
H -3.993 0.146 -2.725
H 1.207 -0.091 -0.940
H 3.564 0.076 -0.125
H 4.354 2.263 0.777
H 2.744 4.174 0.823
H -1.177 4.019 -0.957
H 1.957 -3.555 0.854
H 3.725 -2.162 1.834
*
```

- E (a.u.) = -1523.61114
- relative energy (zero: lowest compared OMol25 entry of this formula, charge and spin) (kcal per mole) = 37.9
- frontier orbital gap (eV) = 8.473
- HOMO energy (eV) = -8.0
- SMILES = COc1ccc(OCCCC(=O)Nc2nc(-c3ccccn3)cs2)cc1

Here are the Mulliken charges for atoms 1 to 5, given in e: C -0.83; O -0.44; C 0.37; C -0.29; C -0.45


A structure of composition C15H27PRhTe4, computed with wB97M-V/def2-TZVPD.

ORCA input file:
```
! wB97M-V def2-TZVPD RIJCOSX def2/J DEFGRID3
* xyz 1 1
Rh 0.435 0.390 -0.083
C -1.919 -1.715 1.296
C -1.501 -0.849 0.135
C -0.776 -1.414 -0.971
C -0.516 -2.896 -1.065
C -0.412 -0.598 -2.062
C 0.370 -1.173 -3.211
C -0.846 0.754 -2.107
C -0.588 1.572 -3.341
C -1.582 1.303 -1.032
C -2.062 2.729 -1.108
C -1.929 0.500 0.090
C -2.818 1.076 1.164
H -2.902 -2.153 1.104
H -1.989 -1.141 2.215
H -1.228 -2.531 1.473
H -0.964 -3.274 -1.986
H -0.953 -3.452 -0.244
H 0.546 -3.128 -1.109
H -0.306 -1.536 -3.990
H 0.988 -2.008 -2.895
H 1.021 -0.424 -3.655
H -0.599 0.941 -4.226
H 0.388 2.064 -3.292
H -1.347 2.336 -3.475
H -3.016 2.768 -1.642
H -1.358 3.364 -1.640
H -2.214 3.160 -0.123
H -2.256 1.687 1.872
H -3.334 0.301 1.720
H -3.584 1.709 0.719
Te 2.488 1.653 -1.107
Te 3.497 5.569 1.360
Te 2.507 3.594 2.783
Te 0.955 3.004 0.582
C 3.472 -0.105 1.742
P 1.729 -0.541 1.524
C 1.020 -0.281 3.176
C 1.844 -2.349 1.394
H 3.834 -0.619 2.635
H 3.603 0.968 1.866
H 4.045 -0.430 0.875
H 1.609 -0.792 3.937
H -0.003 -0.655 3.203
H 1.007 0.787 3.396
H 2.432 -2.732 2.229
H 2.349 -2.613 0.465
H 0.864 -2.820 1.413
*
```

- E (a.u.) = -2111.58496
- relative energy (zero: lowest compared OMol25 entry of this formula, charge and spin) (kcal per mole) = 36.4
- frontier orbital gap (spin up / spin down) (eV) = 4.322 / 4.311
- HOMO energy (spin up / spin down) (eV) = -9.1 / -9.1

Here are the Mulliken charges for atoms 1 to 5, given in e: Rh 0.04; C -2.40; C 0.72; C 0.81; C -2.11


A cluster of 2 separate species, CH5N5O in total, computed with wB97M-V/def2-TZVPD.

ORCA input file:
```
! wB97M-V def2-TZVPD RIJCOSX def2/J DEFGRID3
* xyz 0 1
C -0.599 0.451 -0.206
N 3.807 0.520 -0.028
N 2.678 0.809 0.067
N -1.899 -0.055 -0.036
N 0.353 -0.335 0.058
N 1.679 1.236 0.384
O -0.564 1.732 -0.414
H 4.140 -0.398 -0.338
H -2.011 -1.062 -0.321
H -2.600 0.567 -0.458
H -0.068 -1.331 0.179
H 0.279 2.144 -0.225
*
```

- E (a.u.) = -390.00746
- relative energy (zero: lowest compared OMol25 entry of this formula, charge and spin) (kcal per mole) = 33.6
- frontier orbital gap (eV) = 9.703
- HOMO energy (eV) = -8.8

Here are the Mulliken charges for atoms 1 to 5, given in e: C 0.56; N -0.87; N 1.00; N -0.54; N -0.50